The following is a DFT calculation (ωB97M-V/def2-TZVPD) of a structure of composition C28H20N2PSn at a distorted geometry.

Calculated values
- E_tot (hartree) = -1743.92220
- molecular weight (g/mol) = 534.17
- HOMO level (eV) = -11.0
- strongest force on any atom (eV Å⁻¹) = 1.19

Geometry as ORCA input:
```
! RIJCOSX wB97M-V def2-TZVPD def2/J DEFGRID3
* xyz 1 1
Sn -1.5811 -0.9946 0.2116
C -0.0553 5.1775 2.3159
C -0.8563 4.1643 2.8216
C -0.7639 2.8879 2.2978
C 0.1338 2.6233 1.2671
C 0.9373 3.6408 0.7616
C 0.8386 4.9159 1.2908
P 0.2254 0.9105 0.6517
C 1.2165 1.0026 -0.8691
C 0.6221 1.6199 -1.9702
C 1.2992 1.6865 -3.1725
C 2.5636 1.1253 -3.2852
C 3.1528 0.5047 -2.1946
C 2.4833 0.4414 -0.9834
C 1.2458 0.0701 1.8941
C 2.1611 0.7693 2.6449
C 2.8685 0.1282 3.6667
C 2.6716 -1.2025 3.9052
C 1.7714 -1.9578 3.1253
C 1.6255 -3.3453 3.3262
C 0.7753 -4.0647 2.5357
C -0.0176 -3.4193 1.5780
C 0.0499 -2.0523 1.3570
C 1.0119 -1.3116 2.1133
H -0.1255 6.1738 2.7212
H -1.5466 4.3769 3.6243
H -1.3703 2.0841 2.7030
H 1.6519 3.4329 -0.0229
H 1.4685 5.7034 0.9030
H -0.3585 2.0724 -1.8641
H 0.8495 2.1846 -4.0193
H 3.0930 1.1875 -4.2233
H 4.1405 0.0779 -2.2879
H 2.9488 -0.0278 -0.1284
H 2.3274 1.8215 2.4659
H 3.5670 0.6956 4.2599
H 3.2126 -1.6998 4.6940
H 2.2035 -3.8343 4.0980
H 0.7000 -5.1334 2.6527
H -0.7038 -4.0246 0.9920
N -6.0663 -2.9359 -6.0244
C -5.3682 -2.7605 -5.1355
C -4.4471 -2.5243 -4.0819
C -3.0898 -2.4120 -4.3891
C -2.1995 -2.1705 -3.3585
N -2.5880 -2.0300 -2.0956
C -3.8825 -2.1404 -1.8105
C -4.8566 -2.3892 -2.7549
H -2.7597 -2.4922 -5.4133
H -1.1383 -2.0835 -3.5494
H -4.1424 -2.0183 -0.7594
H -5.8991 -2.4538 -2.4850
*
```

These are the Löwdin partial charges, in e, on atoms 1 to 2:
1. Sn 1.2133
2. C -0.0603

The following is a DFT calculation (ωB97M-V/def2-TZVPD) of a cluster of 11 separate species, C81H178N10O11 in total at a distorted geometry.

Calculated values
- E_tot (hartree) = -4567.82198
- molecular weight (g/mol) = 1468.37
- relative energy (zero: lowest compared OMol25 entry of this formula, charge and spin) (eV) = 0.000
- HOMO level (eV) = -7.8
- SMILES = CC1(C)CCCC(C)(C)N1O.CC1(C)CCCC(C)(C)N1O.CC1(C)CCCC(C)(C)N1O.CC1(C)CCCC(C)(C)N1O.CC1(C)CCCC(C)(C)N1O.CC1(C)CCCC(C)(C)N1O.CC1(C)CCCC(C)(C)N1O.CC1(C)CCCC(C)(C)N1O.COC[C@H](C)N.COC[C@H](C)N.CO
- strongest force on any atom (eV Å⁻¹) = 3.09

Geometry as ORCA input:
```
! RIJCOSX wB97M-V def2-TZVPD def2/J DEFGRID3
* xyz 0 1
C -19.1458 -9.1467 18.1781
C -18.1714 -9.8270 19.2030
C -18.2982 -11.3216 18.9911
C -16.6893 -9.4788 18.9688
C -16.4180 -8.0052 19.3887
C -16.8096 -7.7488 20.8269
C -18.2562 -8.1136 21.0984
C -18.3849 -8.1870 22.6238
C -19.1403 -6.9739 20.5815
N -18.5271 -9.4768 20.5596
O -19.8737 -9.8791 20.8605
H -19.1218 -9.6989 17.2228
H -20.2083 -9.2075 18.4888
H -18.8444 -8.1141 18.0369
H -17.8556 -11.6061 18.0466
H -17.6883 -11.8866 19.7337
H -19.3499 -11.6260 18.9635
H -16.1020 -10.1378 19.6069
H -16.4450 -9.6052 17.9304
H -15.3746 -7.7092 19.2286
H -16.9440 -7.3545 18.6521
H -16.6795 -6.7008 21.0466
H -16.1012 -8.3106 21.4543
H -17.7732 -8.9694 23.0568
H -19.3882 -8.4357 22.9536
H -18.1281 -7.2477 23.1232
H -18.8142 -6.5871 19.6161
H -18.8993 -6.1945 21.3055
H -20.2311 -7.1096 20.5598
H -20.3842 -9.2024 20.3996
C -8.4941 -20.7879 23.9800
C -8.9758 -19.3386 24.2451
C -8.6618 -18.5025 22.9579
C -10.4398 -19.4254 24.5621
C -11.0536 -18.2182 25.2098
C -10.2361 -17.8605 26.5040
C -8.7706 -17.6147 26.1432
C -8.5380 -16.3345 25.3082
C -8.0204 -17.4635 27.4492
N -8.2739 -18.8591 25.4761
O -6.9044 -18.8831 25.3380
H -8.7121 -21.4096 24.8852
H -9.2482 -21.2288 23.3194
H -7.4931 -20.9217 23.6428
H -9.4579 -17.7746 22.9282
H -7.7293 -17.9683 23.0579
H -8.6843 -19.0480 21.9960
H -10.9828 -19.6376 23.6134
H -10.5916 -20.3111 25.1519
H -11.0095 -17.3371 24.5741
H -12.1024 -18.3940 25.4784
H -10.2557 -18.7301 27.1583
H -10.5218 -16.9204 26.9783
H -9.2911 -16.1264 24.5433
H -7.5749 -16.2717 24.7629
H -8.5774 -15.5324 26.0326
H -8.4193 -16.6129 28.0080
H -6.9740 -17.2302 27.1857
H -8.0154 -18.3311 28.0782
H -6.6620 -18.1716 24.7037
C -12.5780 -16.8016 29.9242
C -13.4813 -15.7147 29.3169
C -13.4553 -15.6909 27.7207
C -14.9036 -16.0824 29.7989
C -15.9383 -15.0861 29.4354
C -15.5038 -13.7229 29.9677
C -14.0738 -13.2606 29.5922
C -14.0731 -12.6567 28.1599
C -13.8056 -12.1447 30.6214
N -13.1405 -14.4215 29.9021
O -11.8440 -14.0091 29.4830
H -12.7870 -17.7754 29.4962
H -11.5126 -16.6932 29.7551
H -12.7343 -16.7374 31.0037
H -13.2755 -16.7203 27.3518
H -14.3456 -15.2961 27.2042
H -12.6057 -15.0712 27.4324
H -15.2088 -17.1238 29.5633
H -14.8810 -16.0788 30.9094
H -16.1318 -15.0371 28.3618
H -16.8853 -15.3832 29.9095
H -15.6516 -13.8777 31.0346
H -16.2347 -12.9635 29.6124
H -14.9422 -13.0206 27.6249
H -13.1836 -12.9152 27.5856
H -14.1526 -11.5714 28.2418
H -12.7653 -11.8063 30.4798
H -13.8973 -12.6139 31.6241
H -14.5209 -11.3540 30.4418
H -11.2953 -14.0764 30.2598
C -14.7088 -12.1683 17.9993
C -14.1403 -13.3042 17.0993
C -15.2695 -14.0646 16.4006
C -13.0604 -12.6154 16.2580
C -12.2469 -13.6005 15.4827
C -11.4948 -14.4771 16.4414
C -12.4146 -15.2256 17.3892
C -13.1062 -16.4063 16.6497
C -11.5792 -15.7005 18.5556
N -13.3333 -14.2039 17.9826
O -14.0686 -14.7036 19.0615
H -15.1567 -11.5372 17.2335
H -15.5399 -12.5399 18.6122
H -13.9005 -11.6374 18.4912
H -15.0190 -14.3598 15.3624
H -15.6149 -14.8992 16.9963
H -16.1052 -13.3573 16.2582
H -13.5209 -11.9729 15.5204
H -12.4441 -12.0103 16.9197
H -12.8558 -14.1593 14.7806
H -11.5758 -13.0522 14.8210
H -10.8688 -13.9104 17.1306
H -10.8255 -15.1723 15.9003
H -12.3081 -17.0984 16.3905
H -13.6663 -16.1104 15.7555
H -13.7772 -16.9572 17.3183
H -11.2844 -14.8971 19.2304
H -10.6345 -16.0878 18.1929
H -12.0783 -16.4354 19.1847
H -14.7232 -15.3833 18.7433
C -8.6531 -5.0659 21.2640
C -9.3851 -6.4362 21.2001
C -8.6316 -7.3764 20.2606
C -9.4637 -6.9701 22.6047
C -10.4571 -8.0757 22.7971
C -11.8209 -7.6440 22.3046
C -11.8655 -7.1437 20.8869
C -11.7508 -8.3646 19.9030
C -13.2027 -6.4399 20.6693
N -10.8006 -6.1364 20.6752
O -10.6605 -5.8351 19.2474
H -8.5711 -4.7144 20.2425
H -9.2486 -4.4435 21.9461
H -7.6291 -5.2093 21.6456
H -8.7379 -8.4257 20.5384
H -8.9905 -7.1582 19.2264
H -7.5682 -7.1953 20.2789
H -8.5063 -7.4108 22.8839
H -9.6775 -6.2044 23.3495
H -10.0065 -8.8173 22.1412
H -10.5230 -8.4951 23.8132
H -12.2853 -6.9050 22.9482
H -12.5111 -8.4750 22.3468
H -12.6898 -8.9185 20.0017
H -10.9707 -9.0845 20.0826
H -11.8033 -8.0535 18.8579
H -13.3347 -6.0910 19.6535
H -13.3268 -5.6107 21.4047
H -13.9357 -7.1852 20.9177
H -10.7646 -4.8882 19.2069
C -9.6719 -11.5809 19.3711
C -8.2018 -12.0742 19.4181
C -7.8089 -12.3773 17.9922
C -7.2853 -10.9343 19.8944
C -7.3981 -10.6830 21.3910
C -7.0302 -11.9752 22.1535
C -7.9476 -13.1759 21.7849
C -7.3289 -14.4167 22.3375
C -9.3649 -12.9539 22.3087
N -7.9263 -13.2133 20.2414
O -8.5643 -14.3787 19.7802
H -9.7746 -10.8113 18.6051
H -10.4189 -12.3780 19.2423
H -10.0470 -11.0720 20.2854
H -7.0144 -13.0911 17.8831
H -8.6984 -12.8113 17.5095
H -7.5356 -11.4732 17.4600
H -6.2680 -11.3056 19.7508
H -7.5817 -10.0127 19.3698
H -6.7171 -9.9464 21.7828
H -8.4324 -10.3646 21.6583
H -7.1008 -11.8702 23.2518
H -5.9932 -12.2686 22.0076
H -7.2494 -14.3314 23.4314
H -6.3011 -14.5343 22.0069
H -7.8568 -15.3300 22.0785
H -10.0281 -13.6156 21.7767
H -9.7518 -11.9220 22.3524
H -9.3519 -13.2808 23.3473
H -9.5071 -14.2623 20.0138
C -13.0828 -14.7533 24.1260
C -14.3038 -14.4195 23.2685
C -14.7517 -15.6301 22.3938
C -15.5711 -14.0168 24.0532
C -15.4076 -12.6800 24.7785
C -15.1789 -11.6218 23.6528
C -13.9709 -11.9120 22.7370
C -14.1743 -11.0601 21.4759
C -12.5833 -11.5754 23.3326
N -14.0607 -13.3691 22.2433
O -12.9437 -13.6367 21.4358
H -12.2174 -14.9356 23.5063
H -12.8966 -13.9837 24.8899
H -13.3147 -15.6323 24.7683
H -13.9265 -15.9052 21.6920
H -14.8548 -16.5488 23.0230
H -15.6910 -15.4553 21.8632
H -16.3898 -13.9756 23.3516
H -15.7166 -14.8634 24.7274
H -16.3755 -12.5672 25.2622
H -14.6725 -12.7361 25.5829
H -15.0193 -10.6807 24.2074
H -16.1617 -11.4864 23.2387
H -14.2519 -9.9903 21.7359
H -15.1267 -11.3523 21.0062
H -13.3848 -11.1374 20.7361
H -11.9379 -12.4161 23.0338
H -12.7179 -11.5567 24.4130
H -12.1465 -10.6366 23.0162
H -13.3119 -14.0908 20.6388
C -13.0762 -9.0266 26.7605
C -13.4230 -7.8064 27.5983
C -13.4800 -8.1254 29.1021
C -12.3367 -6.7483 27.4399
C -12.2550 -6.1328 26.0682
C -13.6130 -5.5747 25.6794
C -14.7781 -6.5199 25.8636
C -16.0402 -5.6264 25.8908
C -14.9103 -7.4890 24.6921
N -14.7176 -7.2470 27.1747
O -15.8045 -8.1719 27.2276
H -12.4222 -9.6661 27.3508
H -13.9093 -9.6031 26.4335
H -12.4779 -8.8125 25.8744
H -12.5426 -8.5302 29.4266
H -13.7690 -7.3271 29.7683
H -14.1760 -8.9536 29.2391
H -12.5666 -5.9357 28.1609
H -11.4770 -7.3083 27.7996
H -11.5230 -5.3482 26.2038
H -11.7701 -6.7882 25.3690
H -13.6585 -5.1951 24.6744
H -13.7876 -4.7159 26.3368
H -16.1042 -4.9540 26.7562
H -16.8748 -6.3309 25.8794
H -16.0383 -5.0493 24.9578
H -13.9780 -7.8705 24.2921
H -15.3461 -7.0087 23.8186
H -15.5462 -8.3477 24.8828
H -16.1513 -8.0687 28.1462
C -16.8940 -18.8526 28.3439
O -17.4450 -18.0987 27.3265
C -18.7088 -17.5518 27.6019
C -19.1916 -16.6510 26.4191
C -18.2926 -15.4961 26.2678
N -20.5949 -16.3115 26.7697
H -17.0233 -18.3710 29.3316
H -15.8087 -18.9687 28.1911
H -17.3944 -19.8328 28.3133
H -19.3439 -18.3795 27.8469
H -18.5705 -16.9045 28.5111
H -19.2691 -17.2056 25.5056
H -18.4744 -14.9244 25.3566
H -17.2360 -15.8239 26.2765
H -18.4570 -14.8665 27.1474
H -21.1089 -16.1128 25.9158
H -20.7446 -15.5062 27.3563
C -16.8623 -20.2020 16.9447
O -16.4105 -19.2312 17.8867
C -17.2780 -18.2036 18.0858
C -16.8428 -17.5649 19.4133
C -17.6915 -16.3438 19.7442
N -15.4601 -17.2096 19.2857
H -16.0197 -20.8814 16.7574
H -17.1990 -19.7886 15.9904
H -17.7004 -20.7795 17.3872
H -17.2030 -17.4628 17.2639
H -18.3496 -18.5455 18.1153
H -16.9825 -18.2803 20.2368
H -17.4231 -15.7440 20.6194
H -18.7939 -16.5938 19.8083
H -17.6420 -15.6859 18.8703
H -14.9762 -18.0781 19.0052
H -15.0812 -16.9175 20.1722
C -19.4997 -11.5396 23.7867
O -18.4262 -11.9994 22.8775
H -20.2884 -11.0546 23.2247
H -19.8423 -12.3737 24.4062
H -19.0824 -10.7125 24.3506
H -18.4859 -11.5156 22.0481
*
```

These are the Löwdin partial charges, in e, on atoms 1 to 2:
1. C -0.0084
2. C -0.5225

The following is a DFT calculation (ωB97M-V/def2-TZVPD) of a structure of composition C6H10OS at a distorted geometry.

Calculated values
- E_tot (hartree) = -707.98043
- molecular weight (g/mol) = 130.21
- relative energy (zero: lowest compared OMol25 entry of this formula, charge and spin) (eV) = 1.901
- HOMO level (eV) = -8.4
- strongest force on any atom (eV Å⁻¹) = 4.19

Geometry as ORCA input:
```
! RIJCOSX wB97M-V def2-TZVPD def2/J DEFGRID3
* xyz 0 1
C -1.2648 0.1452 -1.7519
C -0.3798 -0.7917 -0.9663
C -0.0092 -0.0066 0.2864
C 1.0386 -0.6263 1.1443
C 1.8985 0.5446 0.7585
C -1.2263 0.4918 0.8386
H -1.8980 -0.5195 -2.4180
H -0.6628 0.7724 -2.3981
H 0.6327 -0.9165 -1.4717
H -0.7399 -1.8869 -0.7966
H 0.7607 -0.7151 2.2224
H 1.3065 -1.5983 0.7765
H 2.7729 0.3174 0.2085
H 2.1854 1.3605 1.4987
H -1.1881 1.2741 1.5482
H -1.8746 -0.3009 1.2690
O 0.8429 1.1778 -0.0865
S -2.1948 1.2780 -0.6621
*
```

These are the Löwdin partial charges, in e, on atoms 1 to 2:
1. C -0.5042
2. C -0.1893